No. 1
This record from the Open Molecules 2025 dataset describes a structure of composition C10H20N2PSW in a non-equilibrium geometry. The level of theory is ωB97M-V/def2-TZVPD.

Results
Gap between HOMO and LUMO (alpha / beta) ... 4.45 / 3.27 eV
Strongest force on any atom ... 3.36 eV/A
Net charge ... +1
Multiplicity ... 3
ΔE to the lowest compared entry with this formula, charge and spin ... 113.1 kcal per mole
HOMO (alpha / beta) ... -9.1 / -8.9 eV

CARTESIAN COORDINATES (ANGSTROEM)
1 C 0.29709 -0.01130 -4.25388
2 C -0.88149 -0.78790 -4.38347
3 C -0.62370 -2.10150 -3.88408
4 C 0.80402 -2.24128 -3.73487
5 C 1.34514 -0.91266 -3.74887
6 W 1.35675 0.51281 -0.10533
7 P -0.02892 2.37041 -0.40024
8 H 0.36490 1.06612 -4.38857
9 H -1.80995 -0.50370 -4.88695
10 H -1.38220 -2.89556 -3.70134
11 H 2.34760 -0.59381 -3.43972
12 H 1.32688 -3.14716 -3.47766
13 H -1.24215 2.68868 0.33428
14 H -0.59713 2.58386 -1.72483
15 H 0.61904 3.65617 -0.31216
16 C 2.47840 -0.24650 1.76228
17 N 1.10964 0.23473 2.05630
18 C 0.96721 1.24404 3.09946
19 C 0.00742 -0.40640 1.41432
20 S 0.37089 -1.46519 -0.00799
21 N -1.26371 -0.24620 1.82464
22 C -1.65150 -0.02171 3.23234
23 C -2.33004 -0.52460 0.86480
24 H 3.16251 0.07441 2.55571
25 H 2.94069 0.24319 0.80441
26 H 2.55030 -1.34294 1.73624
27 H 0.24907 2.02849 2.82819
28 H 0.67790 0.75160 4.03540
29 H 1.95195 1.69970 3.26912
30 H -1.69483 1.05553 3.47800
31 H -2.64696 -0.44026 3.44138
32 H -0.93455 -0.52960 3.89274
33 H -2.20040 0.07917 -0.04681
34 H -2.32430 -1.58538 0.57577
35 H -3.31559 -0.28527 1.29139

These are the Löwdin partial charges, in e, on atoms 1 to 5: C -0.135; C -0.146; C -0.102; C -0.141; C -0.140



No. 2
This record from the Open Molecules 2025 dataset describes a structure of composition C29H41As2N4O8SSe3Sm in a non-equilibrium geometry. The level of theory is ωB97M-V/def2-TZVPD.

Results
Gap between HOMO and LUMO (alpha / beta) ... 6.58 / 6.60 eV
Strongest force on any atom ... 2.31 eV/A
Net charge ... -2
Multiplicity ... 6
ΔE to the lowest compared entry with this formula, charge and spin ... 0.1 kcal per mole
HOMO (alpha / beta) ... -2.6 / -2.6 eV

CARTESIAN COORDINATES (ANGSTROEM)
1 Sm 16.24071 12.63297 13.53892
2 C 12.28750 15.62290 14.54525
3 O 12.13754 14.21490 14.44105
4 C 13.21595 13.53232 14.11260
5 O 14.31956 14.03247 13.96628
6 N 12.90746 12.19571 14.02500
7 N 13.96662 11.35462 13.54698
8 H 11.37757 15.98763 15.09130
9 H 12.27724 16.00422 13.57823
10 H 13.18145 15.96021 15.05468
11 H 11.95997 12.09261 13.61077
12 H 13.72466 11.08793 12.59325
13 H 14.06969 10.48482 14.12384
14 O 19.06682 9.90239 11.63438
15 C 18.50822 8.62188 11.72194
16 C 16.95762 8.53572 11.58163
17 C 16.71123 7.07717 11.25670
18 O 15.36199 6.68702 11.35593
19 C 16.31231 8.76607 13.02417
20 Se 17.23659 9.96240 14.25246
21 C 16.48130 9.44499 10.41092
22 Se 15.63111 11.14799 10.79630
23 H 18.64530 10.38862 12.36021
24 H 18.74941 8.15182 12.68484
25 H 19.00738 8.06692 10.92194
26 H 17.37509 6.51313 11.96353
27 H 17.03771 6.87018 10.20116
28 H 14.93916 7.31522 11.92372
29 H 16.28852 7.78010 13.53760
30 H 15.29696 9.08552 12.86719
31 H 15.78412 8.86730 9.79815
32 H 17.37496 9.62850 9.83478
33 C 18.79593 12.34123 9.73094
34 As 18.54591 13.22072 11.41537
35 C 20.42506 13.07432 11.95554
36 C 18.37026 15.14402 10.96117
37 C 19.47675 15.97041 11.04321
38 C 19.45540 17.34491 10.90242
39 C 18.26795 17.97301 10.54698
40 C 17.13441 17.14219 10.54505
41 C 17.14223 15.77487 10.75421
42 As 15.42380 14.84214 11.20619
43 C 14.22229 16.31929 11.32450
44 C 15.02341 14.19974 9.42561
45 H 19.68871 12.73863 9.21466
46 H 17.96069 12.46867 9.04856
47 H 18.95676 11.30120 9.88568
48 H 21.10728 13.68411 11.41725
49 H 20.63789 12.01648 11.67983
50 H 20.44742 13.26546 13.03286
51 H 20.42353 15.53896 11.27244
52 H 20.39562 17.87819 10.94936
53 H 18.16415 19.01261 10.26034
54 H 16.19345 17.64322 10.31540
55 H 14.07545 16.96695 10.43625
56 H 14.43510 16.93624 12.26530
57 H 13.22478 15.86553 11.48679
58 H 14.90160 15.00166 8.74968
59 H 14.11604 13.61793 9.43747
60 H 15.84264 13.51576 9.18335
61 Se 15.37271 14.37727 18.38886
62 C 15.44531 13.29694 16.88706
63 N 15.50881 12.60907 15.95987
64 O 7.27589 12.97302 5.65835
65 C 8.52390 12.40211 5.88635
66 O 8.92423 11.63108 5.02759
67 C 9.20468 12.81560 7.09682
68 C 8.74432 13.76008 8.03971
69 C 9.38768 13.89703 9.24071
70 C 10.54447 13.16038 9.62408
71 S 11.31052 13.46918 11.15524
72 C 10.96667 12.20158 8.67028
73 C 10.35290 12.07910 7.46207
74 H 6.96738 13.45164 6.47152
75 H 7.95090 14.40272 7.83739
76 H 9.10190 14.68063 9.93403
77 H 11.80704 11.58945 8.88764
78 H 10.67514 11.34026 6.71004
79 O 16.30307 16.91846 14.05222
80 C 17.05183 16.11980 14.64539
81 C 17.93073 16.44684 15.89453
82 C 18.58235 15.06310 16.18507
83 C 18.07042 14.21131 15.07425
84 O 18.32668 12.99893 14.89898
85 N 17.25297 14.83422 14.24826
86 H 17.26582 16.82692 16.65118
87 H 18.69959 17.17172 15.61031
88 H 18.34432 14.68360 17.17873
89 H 19.67995 15.08578 16.17466

These are the Löwdin partial charges, in e, on atoms 1 to 5: Sm 1.109; C -0.025; O -0.024; C -0.619; O -0.137